ORCA calculation (the ωB97M-V functional and the def2-TZVPD basis) on 10 unconnected molecules or ions with the total composition H20O10 at a distorted geometry.

Last column: Löwdin charge in e.
Geometry (Å):
O1 6.47656 -22.23630 -29.34933  -0.007
H1 6.82273 -22.80545 -30.04175  0.034
H2 6.85840 -22.46268 -28.55539  -0.025
O2 5.28951 -19.61986 -29.56947  -0.010
H3 4.61674 -19.44299 -28.96593  0.017
H4 5.93778 -20.26337 -29.35080  -0.007
O3 8.27223 -23.96899 -30.91927  0.012
H5 8.96025 -23.37454 -30.81357  0.027
H6 8.19607 -24.07270 -31.85815  0.053
O4 5.00240 -24.05170 -31.38228  -0.022
H7 4.17338 -24.62081 -31.59354  0.143
H8 4.67272 -23.24882 -31.32998  -0.108
O5 3.96566 -21.64221 -31.09771  0.029
H9 4.06679 -21.88741 -30.28891  -0.124
H10 4.05863 -20.70165 -31.13180  0.049
O6 6.39816 -22.86086 -25.91667  -0.005
H11 7.17569 -22.77288 -26.45287  -0.022
H12 6.31914 -22.23089 -25.26336  -0.002
O7 7.13707 -26.42502 -30.04303  0.000
H13 7.37105 -25.56932 -30.23850  -0.069
H14 6.84499 -26.74327 -30.86258  0.009
O8 8.74356 -22.26641 -27.53208  -0.009
H15 9.34982 -23.01796 -27.45132  0.085
H16 9.11069 -22.06778 -28.35090  0.014
O9 3.78785 -22.84880 -28.66628  -0.080
H17 3.51007 -23.60904 -28.09245  0.080
H18 4.76842 -22.77003 -28.57569  0.021
O10 6.29009 -23.03653 -33.47231  0.045
H19 5.93624 -23.42696 -32.73684  -0.072
H20 7.05899 -23.38125 -33.69571  -0.056

Computed properties:
Kohn-Sham gap   10.5 eV
E_LUMO   -0.0142 hartree
Calculated total energy   -764.31476 Eh
ΔE to the lowest compared entry with this formula, charge and spin   438.9 kJ/mol
Spin multiplicity   1
SMILES   O.O.O.O.O.O.O.O.O.O